Below is 2 unconnected molecules or ions with the total composition C5H15N2O2 at a distorted geometry, with properties calculated with ωB97M-V/def2-TZVPD.

Atoms and positions in Å:
C (-0.930, -2.270, -1.488)
C (-0.043, -1.022, -1.187)
C (-0.865, 0.263, -1.450)
C (-1.858, 0.698, -0.282)
O (-1.032, 1.056, 0.794)
N (0.398, -1.200, 0.209)
C (1.801, -0.776, 0.424)
N (2.018, -0.258, 1.767)
H (-1.415, -2.516, -0.526)
H (-1.830, -2.103, -2.076)
H (-0.309, -3.134, -1.744)
H (0.816, -1.136, -1.848)
H (-0.253, 1.161, -1.601)
H (-1.507, 0.093, -2.330)
H (-2.535, -0.156, -0.172)
H (-2.246, 1.664, -0.607)
H (-0.160, -0.598, 0.824)
H (2.340, -1.733, 0.302)
H (2.066, 0.020, -0.279)
H (1.747, 0.715, 1.871)
H (1.247, -0.637, 2.318)
H (1.222, 2.730, 1.455)
H (-0.297, 2.161, 0.819)
O (0.455, 2.973, 0.973)

Values from the calculation:
electronic energy: -459.47517 a.u.
HOMO-LUMO gap: 7.66 eV
LUMO energy: 0.1423 Eh
highest occupied orbital energy: -3.79 eV
molar mass: 135.19 u
net charge: -1